# 1
The following is a quantum chemistry calculation of C56H55KN8O3P as an isolated structure, from the Open Molecules 2025 dataset.

Structure (XYZ):
```
124
Properties=species:S:1:pos:R:3
K 0.060 -0.757 0.590
C 4.955 -0.972 2.956
N 3.893 -0.525 3.836
C 4.010 -1.121 5.152
C 2.174 -0.242 2.489
O 2.320 -0.964 1.531
C 1.135 -0.616 3.561
O -0.069 -0.942 2.902
C -0.716 -2.089 3.391
C -1.876 -2.376 2.440
O -1.753 -2.118 1.254
N -2.983 -2.924 2.963
C -4.146 -3.102 2.119
C -3.138 -3.278 4.357
H 5.950 -0.676 3.305
H 4.793 -0.574 1.959
H 4.914 -2.057 2.894
H 4.948 -0.851 5.655
H 3.970 -2.208 5.067
H 3.180 -0.788 5.774
H 0.967 0.205 4.268
H 1.516 -1.482 4.109
H -1.054 -1.929 4.420
H -0.044 -2.959 3.368
H -3.894 -2.743 1.123
H -4.981 -2.517 2.506
H -4.428 -4.156 2.079
H -2.276 -3.837 4.722
H -4.019 -3.909 4.458
H -3.285 -2.392 4.980
C -2.738 2.992 -3.004
N -2.583 2.187 -1.825
C -1.459 1.516 -1.439
N -1.611 0.982 -0.248
C -2.871 1.288 0.160
C -3.491 2.053 -0.816
C -4.816 2.659 -0.839
C -5.695 2.373 -1.879
C -6.972 2.903 -1.877
C -7.375 3.734 -0.844
C -6.499 4.030 0.189
C -5.225 3.495 0.197
C -3.458 0.859 1.421
C -2.688 0.771 2.573
C -3.275 0.452 3.783
C -4.642 0.243 3.862
C -5.409 0.294 2.710
C -4.823 0.583 1.496
P -0.031 1.450 -2.552
C 0.139 -0.341 -2.736
N 0.196 -1.250 -1.792
C 0.202 -2.459 -2.408
C 0.145 -2.269 -3.781
N 0.110 -0.917 -3.972
C 0.142 -0.237 -5.236
C 0.118 -3.228 -4.883
C 1.159 -4.137 -5.050
C 1.121 -5.047 -6.090
C 0.044 -5.066 -6.961
C -0.999 -4.170 -6.794
C -0.960 -3.248 -5.764
C 0.197 -3.711 -1.664
C 0.870 -3.817 -0.450
C 0.848 -5.009 0.251
C 0.165 -6.106 -0.249
C -0.507 -6.005 -1.456
C -0.495 -4.816 -2.159
C 1.295 1.830 -1.379
N 1.645 1.270 -0.243
C 2.743 1.942 0.198
C 3.047 2.957 -0.703
N 2.122 2.872 -1.691
C 1.985 3.782 -2.794
C 4.070 3.997 -0.641
C 4.049 4.896 0.422
C 5.041 5.848 0.542
C 6.062 5.905 -0.395
C 6.072 5.030 -1.469
C 5.075 4.080 -1.599
C 3.494 1.685 1.413
C 2.779 1.170 2.632
C 3.689 0.946 3.860
C 4.977 1.703 3.863
C 5.517 2.122 2.719
C 4.793 2.048 1.480
H -1.795 3.496 -3.225
H -3.020 2.388 -3.868
H -3.512 3.739 -2.830
H -5.381 1.709 -2.672
H -7.654 2.662 -2.678
H -8.375 4.139 -0.838
H -6.814 4.679 0.993
H -4.539 3.720 1.000
H -1.635 0.990 2.510
H -2.669 0.392 4.675
H -5.110 0.054 4.815
H -6.473 0.115 2.760
H -5.424 0.608 0.601
H 0.558 -0.901 -5.993
H -0.858 0.070 -5.548
H 0.770 0.652 -5.155
H 1.992 -4.118 -4.363
H 1.935 -5.744 -6.222
H 0.015 -5.781 -7.769
H -1.845 -4.191 -7.464
H -1.779 -2.557 -5.622
H 1.435 -2.973 -0.081
H 1.386 -5.091 1.186
H 0.158 -7.039 0.296
H -1.042 -6.856 -1.852
H -1.030 -4.738 -3.093
H 2.503 4.710 -2.554
H 2.413 3.367 -3.708
H 0.929 3.999 -2.964
H 3.256 4.821 1.151
H 5.020 6.539 1.370
H 6.849 6.636 -0.287
H 6.864 5.079 -2.201
H 5.091 3.376 -2.419
H 1.955 1.861 2.850
H 3.130 1.163 4.774
H 5.484 1.829 4.807
H 6.488 2.595 2.703
H 5.310 2.387 0.598
```

HOMO: -9.5793 eV
E: -102638.849 eV
Total charge: +1

# 2
The following is a quantum chemistry calculation of a 14-piece molecular cluster, C56H58F24O28 overall, from the Open Molecules 2025 dataset.

Structure (XYZ):
```
166
Properties=species:S:1:pos:R:3
F -6.102 -1.590 -4.758
C -5.084 -1.926 -3.986
C -4.269 -2.936 -4.389
C -3.202 -3.240 -3.519
C -2.890 -2.422 -2.427
C -3.711 -1.338 -2.156
C -4.887 -1.189 -2.847
H -4.440 -3.505 -5.293
H -2.582 -4.058 -3.780
H -2.014 -2.652 -1.886
H -3.361 -0.537 -1.520
H -5.687 -0.556 -2.534
F -6.778 4.318 1.538
C -5.747 3.672 0.949
C -5.401 4.126 -0.306
C -4.372 3.390 -0.981
C -3.620 2.420 -0.281
C -4.023 2.076 0.990
C -5.110 2.659 1.632
H -5.956 4.856 -0.814
H -4.021 3.695 -1.952
H -2.814 1.931 -0.746
H -3.484 1.250 1.518
H -5.460 2.278 2.584
F -8.127 -3.080 1.483
C -7.230 -2.455 2.209
C -6.199 -1.686 1.726
C -5.225 -1.204 2.606
C -5.295 -1.482 3.911
C -6.346 -2.238 4.428
C -7.236 -2.741 3.555
H -6.243 -1.430 0.701
H -4.323 -0.651 2.244
H -4.475 -1.255 4.574
H -6.399 -2.515 5.457
H -7.988 -3.464 3.911
C -0.803 -3.738 3.479
C -1.582 -3.433 4.763
O -1.308 -2.083 4.976
C -0.119 -1.827 4.389
O 0.447 -0.786 4.475
O 0.332 -2.849 3.639
F -0.973 -4.230 5.702
H -1.349 -3.446 2.600
H -0.381 -4.719 3.353
H -2.631 -3.647 4.748
C 5.129 1.733 -2.872
C 3.840 2.539 -2.967
O 2.904 1.515 -3.006
C 3.419 0.394 -3.530
O 2.817 -0.629 -3.841
O 4.740 0.501 -3.514
F 3.824 3.291 -4.186
H 5.393 1.646 -1.819
H 5.913 2.109 -3.514
H 3.567 3.239 -2.193
C 1.111 -0.519 0.370
C 0.074 -0.066 -0.715
O -1.139 -0.028 0.031
C -0.967 -0.543 1.313
O -1.843 -0.670 2.105
O 0.282 -0.870 1.490
F -0.135 -0.925 -1.717
H 1.742 0.335 0.545
H 1.660 -1.369 -0.070
H 0.319 0.928 -1.132
C -3.353 -4.457 0.227
C -1.939 -4.472 -0.196
O -1.372 -5.533 0.477
C -2.222 -6.009 1.419
O -1.977 -6.827 2.215
O -3.449 -5.388 1.329
F -1.282 -3.361 0.217
H -3.973 -4.917 -0.566
H -3.706 -3.514 0.571
H -1.721 -4.663 -1.222
C 5.174 -1.812 -0.959
C 6.453 -1.122 -0.460
O 6.011 -0.170 0.476
C 4.762 0.144 0.130
O 4.241 1.142 0.408
O 4.208 -0.698 -0.747
F 6.921 -0.456 -1.587
H 4.978 -2.671 -0.309
H 5.195 -1.931 -2.043
H 7.306 -1.660 -0.012
C 0.362 2.441 4.127
C -1.005 2.029 3.462
O -0.752 1.964 2.095
C 0.515 2.438 1.885
O 1.051 2.445 0.802
O 1.133 2.853 2.970
F -1.958 2.925 3.779
H 0.916 1.641 4.648
H 0.328 3.300 4.785
H -1.356 0.981 3.715
C -1.350 5.132 0.017
C 0.087 5.679 0.077
O 0.454 6.311 -1.231
C -0.147 7.444 -1.404
O -0.877 8.028 -0.653
C 0.358 8.136 -2.652
F -0.568 8.943 -3.134
F 1.437 8.950 -2.362
F 0.849 7.322 -3.563
H -1.385 4.335 -0.683
H -2.042 5.927 -0.261
H -1.594 4.687 0.981
H 0.774 4.932 0.204
H 0.120 6.490 0.822
C 2.594 -5.093 4.159
C 3.222 -4.179 3.152
O 3.312 -2.807 3.595
C 3.653 -1.820 2.759
O 3.902 -1.936 1.599
C 3.666 -0.415 3.496
F 4.810 0.215 3.224
F 2.731 0.335 2.951
F 3.527 -0.436 4.763
H 2.847 -6.070 3.797
H 1.503 -5.026 4.012
H 2.960 -5.061 5.212
H 2.601 -4.112 2.279
H 4.243 -4.521 2.859
C 4.720 3.539 2.515
C 4.322 4.167 1.204
O 4.456 5.587 1.550
C 4.113 6.433 0.580
O 3.641 6.151 -0.464
C 4.410 7.942 0.974
F 4.429 8.074 2.321
F 5.634 8.339 0.525
F 3.482 8.720 0.381
H 4.986 2.492 2.444
H 3.803 3.618 3.070
H 5.553 4.005 3.032
H 3.315 3.802 0.887
H 5.027 4.031 0.442
C 0.620 -7.243 -3.904
C 1.723 -6.240 -4.163
O 2.179 -5.644 -2.926
C 1.369 -4.945 -2.203
O 0.207 -4.735 -2.456
C 2.049 -4.324 -0.986
F 2.601 -3.095 -1.320
F 1.182 -4.003 -0.084
F 2.994 -5.082 -0.357
H 0.865 -7.928 -3.125
H 0.620 -7.874 -4.793
H -0.317 -6.835 -3.710
H 1.553 -5.387 -4.839
H 2.609 -6.724 -4.543
C -0.471 -0.604 -5.557
C -1.171 0.154 -4.471
O -0.665 1.531 -4.530
C -0.661 2.263 -3.403
O -1.092 1.890 -2.356
C 0.012 3.642 -3.570
F -0.914 4.562 -3.384
F 0.939 3.855 -2.685
F 0.523 3.763 -4.791
H 0.619 -0.536 -5.395
H -0.701 -0.155 -6.553
H -0.764 -1.656 -5.607
H -0.890 -0.208 -3.477
H -2.270 0.250 -4.667
```

HOMO: -9.0141 eV
E: -181564.245 eV